(1)
Below is 2 unconnected molecules or ions with the total composition C25H24O5S2 at a distorted geometry, with properties calculated with ωB97M-V/def2-TZVPD.

The calculation puts the HOMO energy at -7.0 eV. The relative energy (zero: lowest compared OMol25 entry of this formula, charge and spin) comes out at 0.0 kJ/mol. As for the total energy: -58217.2835 eV. As for the net charge: 0.

```
56
Properties=species:S:1:pos:R:3:nbo_charge:R:1
C -6.505 2.276 0.465 -0.64
C -5.071 1.986 0.146 0.04
C -4.683 1.726 -1.176 -0.22
C -3.367 1.407 -1.482 -0.14
C -2.366 1.341 -0.483 -0.05
C -1.000 1.054 -0.824 0.02
C 0.027 1.307 0.082 -0.31
C 1.363 1.012 -0.115 -0.05
C 2.367 1.110 0.896 -0.05
C 3.741 0.975 0.553 -0.17
C 4.733 1.085 1.513 -0.22
C 4.406 1.310 2.859 0.02
C 5.487 1.406 3.889 -0.64
C 3.057 1.439 3.218 -0.23
C 2.051 1.332 2.267 -0.16
C -2.777 1.638 0.853 -0.14
C -4.095 1.957 1.151 -0.24
H -6.639 2.433 1.539 0.22
H -6.862 3.170 -0.060 0.23
H -7.153 1.445 0.159 0.23
H -5.432 1.774 -1.969 0.22
H -3.070 1.208 -2.512 0.23
H -0.760 0.918 -1.879 0.26
H -0.225 1.852 0.998 0.20
H 1.693 0.743 -1.115 0.25
H 3.993 0.789 -0.493 0.23
H 5.785 0.996 1.233 0.22
H 5.056 1.577 4.878 0.22
H 6.083 0.486 3.927 0.23
H 6.179 2.227 3.669 0.23
H 2.809 1.626 4.265 0.22
H 1.006 1.408 2.568 0.21
H -2.048 1.608 1.664 0.21
H -4.386 2.186 2.179 0.22
C -1.953 -1.502 -4.373 -0.26
O -1.422 -0.634 -3.274 -0.57
C -0.616 -1.122 -2.318 -0.49
S 1.021 -1.676 -2.804 2.12
O 0.908 -2.679 -3.843 -0.93
O 1.919 -0.546 -2.958 -0.95
C 1.391 -2.466 -1.240 -0.22
C 0.287 -2.722 -0.443 -0.33
C 0.440 -3.181 0.862 -0.17
C 1.730 -3.361 1.361 -0.20
C 2.848 -3.112 0.553 -0.20
C 2.685 -2.677 -0.764 -0.22
S -1.294 -2.282 -1.149 2.13
O -2.065 -1.619 -0.120 -0.94
O -1.836 -3.407 -1.884 -0.94
H -2.491 -0.801 -5.014 0.18
H -1.118 -1.970 -4.899 0.21
H -2.627 -2.242 -3.934 0.20
H -0.449 -3.371 1.459 0.24
H 1.860 -3.695 2.392 0.22
H 3.856 -3.253 0.946 0.22
H 3.533 -2.488 -1.421 0.24
```

---

(2)
Below is a molecular structure, C29H38BrCsN6O2 at a distorted geometry, with properties calculated with ωB97M-V/def2-TZVPD.

The calculation puts the HOMO energy (spin up / spin down) at 0.3 / 0.5 eV. The relative energy (zero: lowest compared OMol25 entry of this formula, charge and spin) comes out at 105.5 kJ/mol. As for the total energy: -114311.2793 eV. As for the net charge: -2.

```
77
Properties=species:S:1:pos:R:3:mulliken_charge:R:1
Cs -1.310 0.075 -0.597 0.91
C 0.138 2.630 -3.172 -0.40
C -0.866 2.031 -3.946 -0.42
C -2.087 2.175 -3.269 -0.54
C -1.840 2.874 -2.076 -0.93
C -0.465 3.150 -2.016 -0.58
H 1.186 2.712 -3.434 0.44
H -0.732 1.572 -4.918 0.38
H -3.055 1.860 -3.644 0.34
H -2.581 3.209 -1.358 0.54
H 0.033 3.709 -1.232 0.34
C 0.035 -2.490 2.792 -0.86
N 1.320 -2.393 3.454 0.04
C 1.918 -3.621 3.928 -0.63
C 3.303 -3.146 4.343 -0.68
N 3.548 -2.038 3.434 0.26
C 4.606 -1.151 3.844 -1.10
C 2.308 -1.570 2.936 0.31
N 2.022 -0.624 2.150 -0.50
C 2.952 0.284 1.529 -1.44
C 3.945 -0.393 0.563 -0.51
N 3.362 -0.432 -0.748 -0.30
C 3.811 -1.073 -1.744 0.12
N 3.153 -1.066 -2.954 0.06
C 1.771 -0.657 -3.027 -0.56
C 3.596 -2.188 -3.753 -0.58
C 5.032 -2.336 -3.273 -0.71
N 4.958 -1.884 -1.889 0.12
C 6.227 -1.509 -1.318 -1.00
H -0.695 -2.907 3.487 0.26
H 0.085 -3.123 1.900 0.20
H -0.288 -1.497 2.494 0.37
H 1.982 -4.365 3.121 0.29
H 1.337 -4.039 4.751 0.40
H 4.071 -3.915 4.226 0.36
H 3.305 -2.805 5.391 0.34
H 5.489 -1.751 4.077 0.38
H 4.345 -0.567 4.740 0.32
H 4.865 -0.462 3.045 0.27
H 3.507 0.876 2.273 0.39
H 2.348 0.971 0.936 0.48
H 4.166 -1.404 0.934 0.70
H 4.876 0.197 0.566 0.35
H 1.631 0.152 -2.315 0.22
H 1.097 -1.487 -2.789 0.06
H 1.550 -0.288 -4.028 0.21
H 3.513 -1.964 -4.817 0.37
H 3.007 -3.089 -3.536 0.26
H 5.708 -1.694 -3.860 0.35
H 5.401 -3.363 -3.319 0.37
H 6.937 -2.318 -1.500 0.35
H 6.139 -1.365 -0.244 0.28
H 6.632 -0.588 -1.766 0.32
Br -2.241 1.688 2.368 -0.30
C -3.057 0.355 3.500 0.23
C -3.443 0.785 4.742 -0.59
C -3.994 -0.134 5.651 -0.40
C -4.170 -1.436 5.270 -0.92
C -3.815 -1.872 3.972 0.95
C -4.062 -3.197 3.560 -0.81
C -3.662 -3.606 2.314 -0.73
C -3.006 -2.715 1.446 -0.29
C -2.765 -1.372 1.729 -0.39
C -3.204 -0.974 3.033 0.08
H -3.313 1.821 5.025 0.36
H -4.272 0.201 6.643 0.35
H -4.583 -2.163 5.963 0.29
H -4.576 -3.868 4.242 0.29
H -3.861 -4.627 1.998 0.35
H -2.679 -3.123 0.489 0.36
C -0.232 -5.060 -3.748 -1.09
O 0.010 -3.699 -1.981 0.18
C 0.529 -3.980 -0.946 -0.49
O 1.106 -4.714 -0.202 -0.23
H -0.740 -4.541 -4.562 0.23
H -0.820 -5.895 -3.364 0.28
H 0.772 -5.379 -4.039 0.27
```

---

(3)
Below is a molecular structure, C18H30NNdO5P2S at a distorted geometry, with properties calculated with ωB97M-V/def2-TZVPD.

The calculation puts the HOMO energy (spin up / spin down) at -13.7 / -13.7 eV. The relative energy (zero: lowest compared OMol25 entry of this formula, charge and spin) comes out at 0.0 kJ/mol. The spin multiplicity is 4. As for the total energy: -75558.1608 eV. As for the net charge: +2.

```
58
Properties=species:S:1:pos:R:3:lowdin_spin:R:1
Nd 0.273 -0.371 -0.229 3.03
P -2.585 -0.324 -1.482 0.00
C -2.098 0.266 -3.135 0.00
C -0.726 0.893 -3.420 0.00
N 0.351 0.742 -2.599 0.00
C 1.584 1.010 -3.102 0.00
C 1.732 1.625 -4.343 0.00
C 0.625 1.939 -5.122 0.00
C -0.621 1.544 -4.652 0.00
C 2.853 0.677 -2.336 0.00
P 2.888 -0.789 -1.212 -0.01
H -1.506 1.661 -5.276 0.00
H 2.742 1.878 -4.649 0.00
H 0.753 2.420 -6.098 0.00
H 3.650 0.421 -3.047 0.00
H 3.162 1.533 -1.708 0.00
H -2.149 -0.634 -3.733 0.00
H -2.928 0.912 -3.510 0.00
H -0.879 -2.219 -3.302 0.00
O -1.499 -2.509 -3.973 0.00
H -1.099 -2.411 -4.830 0.00
H -1.673 -1.339 -0.997 0.00
O 0.022 -2.177 -1.387 -0.01
H -0.157 -3.083 -1.653 0.00
C 2.962 -2.170 -2.394 0.00
H 3.591 -1.886 -3.245 0.00
H 3.405 -3.055 -1.912 0.00
H 1.945 -2.428 -2.742 0.00
C 4.478 -0.808 -0.350 0.00
H 4.488 -1.667 0.342 0.00
H 5.304 -0.881 -1.070 0.00
H 4.564 0.112 0.248 0.00
C -3.070 1.113 -0.532 0.00
H -4.100 1.336 -0.869 0.00
H -3.075 0.921 0.543 0.00
H -2.418 1.965 -0.731 0.00
C -3.876 -1.552 -1.469 0.00
H -3.979 -1.907 -0.442 0.00
H -4.806 -1.123 -1.824 0.00
H -3.569 -2.389 -2.086 0.00
C 0.431 1.394 8.067 0.00
C 0.142 1.061 6.626 0.00
C 0.008 -0.274 6.221 0.00
C -0.337 -0.607 4.914 0.00
C -0.515 0.412 3.973 0.00
C -0.392 1.757 4.350 0.00
C -0.047 2.065 5.667 0.00
S -1.109 -0.022 2.354 0.00
O -0.289 -1.218 1.870 -0.01
O -2.522 -0.258 2.449 0.00
O -0.695 1.092 1.412 -0.01
H -0.358 1.011 8.733 0.00
H 1.380 0.923 8.360 0.00
H 0.511 2.481 8.188 0.00
H 0.155 -1.067 6.959 0.00
H -0.441 -1.648 4.610 0.00
H -0.533 2.543 3.608 0.00
H 0.052 3.111 5.966 0.00
```

---

(4)
Below is 2 unconnected molecules or ions with the total composition C5H14 at a distorted geometry, with properties calculated with ωB97M-V/def2-TZVPD.

The calculation puts the HOMO energy at -11.0 eV. The relative energy (zero: lowest compared OMol25 entry of this formula, charge and spin) comes out at 74.9 kJ/mol. Its SMILES is CCC.CC. As for the total energy: -5411.2735 eV. As for the net charge: 0.

```
19
Properties=species:S:1:pos:R:3:nbo_charge:R:1
C -1.383 1.162 -1.393 -0.63
C -1.139 -0.156 -2.170 -0.61
H -1.257 0.870 -0.346 0.22
H -0.714 1.913 -1.794 0.21
H -2.431 1.451 -1.371 0.20
H -1.329 -1.001 -1.526 0.20
H -1.724 -0.274 -3.081 0.20
H -0.094 -0.160 -2.483 0.20
C 1.070 -0.751 1.712 -0.40
C -0.390 -0.426 1.377 -0.60
C 2.087 0.002 0.831 -0.62
H 1.263 -0.575 2.775 0.19
H 1.281 -1.803 1.676 0.19
H -1.083 -0.630 2.191 0.21
H 2.898 -0.624 0.481 0.22
H 1.516 0.574 0.103 0.21
H -0.621 -1.044 0.510 0.20
H -0.431 0.621 1.117 0.20
H 2.483 0.850 1.391 0.21
```